(1)
Molecular formula: C4H7NO3
Method: DFT, ωB97M-V with the def2-TZVPD basis set

```
15
Properties=species:S:1:pos:R:3:mulliken_charge:R:1
O -1.8427 -1.8213 0.6025 -0.6914
C -1.5563 -0.6691 0.9619 0.4957
O -1.7842 -0.1476 2.0674 -0.7377
C -0.8006 0.1581 -0.2116 0.0011
C 0.5300 -0.5546 -0.5046 -0.6630
C 1.7037 -0.0999 0.4121 -0.2977
O 2.7348 -0.9735 0.4805 -0.9433
N -1.0818 1.7698 -1.2152 -0.7095
H -0.7532 1.2167 0.2102 0.2244
H 0.4604 -1.6355 -0.4083 0.2946
H 0.7861 -0.3986 -1.5671 0.3498
H 1.2175 0.0699 1.4076 0.1495
H 1.9857 0.9437 0.0950 0.0963
H -1.5076 0.1053 -1.0315 0.2385
H -0.0917 2.0367 -1.2989 0.1927
```

The energy above the lowest of the compared OMol25 structures with the same formula, charge and spin is 531.1 kJ/mol. Its LUMO energy is 7.04 eV. The value obtained for the HOMO-LUMO gap is 6.27 eV. As for the charge: -2. The spin multiplicity is 1. As for the HOMO energy: 0.7744 eV.

(2)
Molecular formula: C5H10O2S
Method: DFT, ωB97M-V with the def2-TZVPD basis set

```
18
Properties=species:S:1:pos:R:3:mulliken_charge:R:1
C 1.8422 -0.2309 0.0317 0.1353
C 0.7383 -0.8291 -0.8175 -0.9608
C -0.9446 0.6517 -0.2002 0.1079
C -0.8345 2.0444 -0.0190 -0.7250
C -1.4217 -0.2694 0.8703 -0.2695
H 2.7372 -1.1610 1.7335 0.3430
H 2.0614 0.7127 -0.5004 0.2553
H 1.3318 -0.0416 0.9695 0.1580
H 0.5019 -1.6815 -0.3054 0.5398
H 0.9331 -1.0999 -1.9527 0.3184
H 0.0559 2.5253 -0.6642 0.1560
H -1.2217 2.8564 0.6994 0.3042
H -0.4429 -0.9979 0.8379 0.1333
H -1.8308 0.1819 1.7352 0.4430
H -3.1584 -0.1935 -1.0906 0.1810
O 2.7292 -1.2156 0.1291 -0.5895
O -0.2233 0.0387 -1.3108 -0.2915
S -2.8529 -1.2905 -0.1458 -0.2390
```

The energy above the lowest of the compared OMol25 structures with the same formula, charge and spin is 851.8 kJ/mol. Its LUMO energy is -1.70 eV. The value obtained for the HOMO-LUMO gap is 7.29 eV. The spin multiplicity is 1. As for the HOMO energy: -8.9884 eV.

(3)
Molecular formula: C3H7NO
Method: DFT, ωB97M-V with the def2-TZVPD basis set

```
12
Properties=species:S:1:pos:R:3:mulliken_charge:R:1
C 2.2024 0.0335 -0.5272 -0.6054
C 1.1435 -0.2457 0.2292 -0.0536
C 0.0155 0.6889 0.5805 0.0421
O -0.3136 1.6455 -0.0381 -0.5046
H 2.8766 -0.7598 -0.8125 0.2511
H 2.4684 0.9949 -0.9757 0.2519
H 0.9167 -1.3640 0.5552 0.2219
H -0.3309 0.3564 1.4786 0.4227
N -2.4496 -0.1884 0.0120 -0.6848
H -2.0785 -0.4661 -0.8414 0.2136
H -3.3151 -0.7544 -0.0048 0.2322
H -2.5818 0.7357 -0.3098 0.2129
```

The energy above the lowest of the compared OMol25 structures with the same formula, charge and spin is 252.4 kJ/mol. Its LUMO energy is 0.56 eV. As for the SMILES: C=CC=O.N. The value obtained for the HOMO-LUMO gap is 10.26 eV. The spin multiplicity is 1. As for the HOMO energy: -9.7087 eV.

(4)
Molecular formula: C5H10O2S
Method: DFT, ωB97M-V with the def2-TZVPD basis set

```
18
Properties=species:S:1:pos:R:3:mulliken_charge:R:1
C 2.9180 0.2316 0.6512 -0.7911
C 2.0785 1.4739 0.0655 -0.3093
O 0.6340 1.2746 0.0368 -0.3683
C 0.0218 0.1917 -0.6459 0.4407
S 0.6329 -0.7559 -1.8033 -0.2998
O -1.2273 0.2664 -0.1682 -0.2564
C -2.0393 -0.9013 -0.5742 -0.4296
C -3.0634 -0.8907 0.4306 -0.8886
H 2.3177 -0.1465 1.7125 0.2149
H 4.0390 0.5545 1.0863 0.3117
H 3.0430 -0.6552 -0.2709 0.2230
H 2.3047 2.3343 0.6607 0.3415
H 2.4382 1.6637 -1.0908 0.2547
H -2.4020 -0.5484 -1.5524 0.3476
H -1.6134 -1.8590 -0.7045 0.4577
H -2.8166 -1.5685 1.4329 0.2797
H -3.1226 0.2786 0.9467 0.2256
H -4.1430 -0.9436 -0.2132 0.2460
```

The energy above the lowest of the compared OMol25 structures with the same formula, charge and spin is 420.4 kJ/mol. Its LUMO energy is 0.81 eV. As for the SMILES: CCOC(=S)OCC. The value obtained for the HOMO-LUMO gap is 9.90 eV. The spin multiplicity is 1. As for the HOMO energy: -9.0920 eV.

(5)
Molecular formula: C3H7S
Method: DFT, ωB97M-V with the def2-TZVPD basis set

```
11
Properties=species:S:1:pos:R:3:mulliken_charge:R:1
S -0.0039 -2.6571 1.2122 -0.8888
H 1.0234 -1.8706 1.5790 -0.0865
C -0.7041 2.9023 -0.7349 -0.9381
C 0.1525 1.8114 -1.2987 0.1402
C 0.4489 0.7058 -0.6185 -0.7154
H -1.1328 2.5615 0.1917 0.3034
H -1.6395 3.1377 -1.2750 0.2558
H -0.1475 3.8419 -0.7578 0.2449
H 0.6651 1.8621 -2.2533 0.2881
H 1.3866 0.2401 -0.9103 0.2279
H 0.1067 0.4067 0.3639 0.1687
```

The energy above the lowest of the compared OMol25 structures with the same formula, charge and spin is 100.5 kJ/mol. Its LUMO energy is 3.58 eV. The value obtained for the HOMO-LUMO gap is 5.96 eV. As for the charge: -1. The spin multiplicity is 1. As for the HOMO energy: -2.3883 eV.

(6)
Molecular formula: C17H33NO2
Method: DFT, ωB97M-V with the def2-TZVPD basis set

```
53
Properties=species:S:1:pos:R:3:mulliken_charge:R:1
C 4.5924 4.2017 0.4877 -0.6429
O 5.1024 3.4282 -0.5897 -0.3178
C 4.6493 3.7428 -1.8115 0.5721
O 3.8536 4.6206 -2.0151 -0.5969
C 5.2700 2.8599 -2.8688 -0.4854
C 4.1877 2.2424 -3.7575 -0.7321
C 3.3260 1.2455 -2.9861 -0.3464
C 2.2292 0.6504 -3.8662 -0.8223
C 1.4240 -0.4484 -3.1721 -0.6958
C 0.6050 0.0560 -1.9857 -0.4940
C -0.3066 -1.0320 -1.4227 -0.8290
C -1.1004 -0.5461 -0.2125 -0.7550
C -2.0372 -1.6232 0.3275 -0.5616
C -2.7989 -1.1405 1.5642 -0.5268
N -3.8315 -2.0882 1.9441 0.1693
C -4.9748 -1.5050 2.6180 -0.9877
C -4.6986 -1.1154 4.0756 -0.4653
C -4.2250 -2.3446 4.8470 -0.7097
C -3.0139 -2.9546 4.1463 -0.5408
C -3.3513 -3.2449 2.6771 -0.7758
H 5.0533 3.8095 1.3904 0.2340
H 4.8473 5.2547 0.3523 0.2828
H 3.5056 4.1088 0.5391 0.2900
H 5.8675 2.0898 -2.3812 0.2972
H 5.9262 3.4877 -3.4757 0.3058
H 3.5570 3.0446 -4.1448 0.3436
H 4.6609 1.7410 -4.6041 0.4142
H 2.8756 1.7562 -2.1337 0.2296
H 3.9577 0.4411 -2.6007 0.2685
H 1.5531 1.4471 -4.1839 0.3513
H 2.6897 0.2307 -4.7644 0.3471
H 2.1026 -1.2352 -2.8340 0.3146
H 0.7433 -0.8934 -3.9023 0.3735
H -0.0024 0.9067 -2.3029 0.3095
H 1.2739 0.4010 -1.1953 0.2830
H -1.0010 -1.3605 -2.1995 0.3764
H 0.2978 -1.8958 -1.1351 0.3443
H -0.4065 -0.2420 0.5755 0.3376
H -1.6842 0.3334 -0.4942 0.3560
H -2.7633 -1.9024 -0.4374 0.2101
H -1.4547 -2.5130 0.5722 0.2902
H -2.0797 -0.9363 2.3734 0.1032
H -3.2898 -0.1958 1.3161 0.4337
H -5.3095 -0.6354 2.0474 0.4146
H -5.7768 -2.2513 2.5963 0.3912
H -3.9285 -0.3412 4.1059 0.2660
H -5.6056 -0.7081 4.5257 0.3751
H -3.9734 -2.0762 5.8759 0.3393
H -5.0321 -3.0813 4.8793 0.3132
H -2.1729 -2.2596 4.2007 0.2769
H -2.7136 -3.8809 4.6393 0.3630
H -2.4770 -3.6468 2.1629 0.2757
H -4.1420 -4.0019 2.6375 0.4320
```

The energy above the lowest of the compared OMol25 structures with the same formula, charge and spin is 18.7 kJ/mol. Its LUMO energy is 0.87 eV. As for the SMILES: COC(=O)CCCCCCCCCCN1CCCCC1. The value obtained for the HOMO-LUMO gap is 8.91 eV. The spin multiplicity is 1. As for the HOMO energy: -8.0354 eV.

(7)
Molecular formula: C27H27Br2N2O8P
Method: DFT, ωB97M-V with the def2-TZVPD basis set

```
67
Properties=species:S:1:pos:R:3:mulliken_charge:R:1
O 4.5297 -0.4405 3.5598 -0.4856
C 4.3349 0.5498 2.6500 0.2331
O 4.4690 0.2440 1.2173 -0.2101
C 4.3357 1.4615 0.3811 -0.4540
C 3.3175 1.1316 -0.9042 -0.1996
C 2.7070 -0.4142 -0.8118 -0.3664
C 1.5472 -0.7040 -1.9795 -0.4756
C 0.1148 -0.1970 -1.2840 0.0735
C -0.4375 1.3348 -1.6657 -0.3532
C 0.3276 2.3484 -2.7223 -0.4461
P -0.1004 1.6661 -4.4912 0.8387
O 1.2732 1.5380 -5.2943 -0.6934
O -0.8058 0.0637 -4.4441 -0.4847
O -1.1064 2.7764 -5.3876 -0.5175
C -1.8265 1.9010 -0.9835 0.3588
C -2.4837 3.3946 -1.2608 0.1850
C -1.7285 4.7298 -0.7178 -0.2431
C -2.5545 6.0581 -1.1636 -0.3986
C -3.9087 5.9110 -2.0096 -0.1479
N -4.6605 4.7164 -2.4856 -0.5022
C -3.8662 3.5315 -2.0600 -0.1561
C -2.6488 0.9300 0.0680 0.0819
C -2.0862 -0.5727 0.4151 -0.2455
C -0.7038 -1.1847 -0.2631 0.6063
C -0.2938 -2.7161 0.1586 0.2939
C -1.4416 -3.8916 -0.1496 -0.3186
C -1.2163 -5.4979 0.2203 -0.4681
C 0.2116 -5.9827 0.9397 -0.4889
C 1.3481 -4.7992 1.2505 -0.5147
C 1.1002 -3.1901 0.8815 0.3361
C -3.1441 -1.2232 1.4877 -0.0490
O -3.0563 -2.3803 2.2007 -0.4807
N -4.2805 -0.1797 1.5230 0.0277
O -5.4978 -0.6771 1.1445 -0.4051
C -4.0458 1.1822 0.8881 0.3443
O -4.7368 2.3247 0.9534 -0.5042
H 4.0525 1.6019 3.1093 0.2806
H 3.8351 2.3169 1.0451 0.2749
H 5.3601 1.8815 -0.0113 0.1984
H 2.3750 1.8399 -0.7213 -0.1738
H 3.8078 1.3792 -1.9376 0.4434
H 2.1138 -0.4459 0.2225 0.0130
H 3.5927 -1.1894 -0.8546 0.4103
H 1.4698 -1.8485 -2.2461 0.4170
H 1.7862 -0.1235 -2.9747 0.3120
H 1.4956 2.3236 -2.6568 0.0947
H -0.0307 3.4711 -2.6412 0.4808
H -1.6449 0.0389 -3.8949 0.3311
H -1.0860 2.4981 -6.3672 0.3592
H -0.7200 4.7892 -0.1277 0.3501
H -2.1548 7.1273 -0.8646 0.2823
H -4.4233 6.9443 -2.3236 0.2859
H -4.3613 2.4915 -2.3827 0.2828
H -2.4648 -3.5832 -0.6560 0.2664
H -2.0516 -6.3088 -0.0400 0.2611
H 0.3669 -7.1173 1.2042 0.2942
H 2.3570 -5.1835 1.7589 0.3281
H 1.9316 -2.4085 1.1540 0.0340
H -5.4105 -0.8997 0.1670 0.3463
Br 2.2913 -3.1167 3.0502 -0.0482
C 1.5124 -3.1599 4.8374 -0.6684
C 2.4435 -2.5433 5.8551 -0.4863
Br 3.8938 -3.7640 6.3152 -0.1455
H 1.2634 -4.2028 5.0523 0.3786
H 0.5886 -2.5795 4.7588 0.3672
H 1.9187 -2.3584 6.7964 0.3732
H 2.9057 -1.6132 5.5132 0.2861
```

Its LUMO energy is -2.00 eV. The value obtained for the HOMO-LUMO gap is 5.97 eV. The spin multiplicity is 1. As for the HOMO energy: -7.9633 eV.

(8)
Molecular formula: C18H10BrCoN4O7
Method: DFT, ωB97M-V with the def2-TZVPD basis set

```
41
Properties=species:S:1:pos:R:3:mulliken_charge:R:1
Co 0.1153 1.3477 -1.0564 -0.4554
N -2.7066 -0.6188 -3.0226 -0.0913
C -3.6303 0.0875 -2.2751 -0.6848
C -2.9212 0.9750 -1.5277 -0.2695
N -1.5938 0.8139 -1.8129 0.2756
C -1.4923 -0.1566 -2.6986 0.4145
C -0.1386 -0.5388 -3.0363 0.4511
N 0.8047 0.1355 -2.4105 0.2802
C 2.0063 -0.4157 -2.7587 -0.2676
C 1.7736 -1.4360 -3.6270 -0.6828
N 0.4033 -1.4954 -3.8007 -0.0926
H -2.9139 -1.3938 -3.6275 0.1679
H -4.6854 -0.0999 -2.3512 0.4145
H -3.2589 1.7063 -0.8145 0.5114
H 2.9334 -0.0420 -2.3609 0.5120
H 2.4402 -2.1085 -4.1344 0.4142
H -0.0884 -2.1881 -4.3373 0.1664
O 2.1883 5.1447 2.9609 -0.5348
C 1.7709 4.4168 2.1100 0.5184
C 0.2885 4.1988 1.7424 -0.1411
O -0.6629 4.7204 2.2668 -0.5837
C 0.3388 3.2348 0.6424 1.0196
C 1.6224 2.8727 0.3222 1.0259
O 1.7877 2.0107 -0.6520 -0.6554
C 2.6170 3.5418 1.1621 -0.1432
O 3.8189 3.4553 1.1503 -0.5840
O -0.6370 2.6943 -0.0472 -0.6553
Br -0.8064 -5.5321 3.1808 -0.2064
C -0.3076 -3.7096 3.0094 -0.0118
C 0.1891 -3.0357 4.1139 -0.3759
C 0.5517 -1.7032 3.9814 -0.6071
C 0.4185 -1.0572 2.7624 -0.5658
C -0.0814 -1.7484 1.6653 0.0595
C -0.4478 -3.0837 1.7861 -0.3722
C -0.2428 -1.0863 0.3225 0.7073
O -0.6770 -1.7188 -0.6332 -0.5807
O 0.1294 0.1551 0.3314 -0.2164
H 0.2900 -3.5462 5.0615 0.4044
H 0.9405 -1.1688 4.8379 0.4125
H 0.6982 -0.0195 2.6504 0.4767
H -0.8344 -3.6080 0.9243 0.5455
```

The energy above the lowest of the compared OMol25 structures with the same formula, charge and spin is 30.1 kJ/mol. Its LUMO energy (alpha / beta) is -1.37 / -1.37 eV. The value obtained for the HOMO-LUMO gap (alpha / beta) is 6.81 / 6.80 eV. The spin multiplicity is 1. As for the HOMO energy (alpha / beta): -8.1739 / -8.1741 eV.

| no. | energy (eV) |
| --- | --- |
| 1 | -11887.4394 |
| 2 | -20268.8634 |
| 3 | -6760.1344 |
| 4 | -20273.3343 |
| 5 | -14059.4186 |
| 6 | -23750.2489 |
| 7 | -197140.8953 |
| 8 | -146790.8277 |